No. 1
Molecular formula: C7H14N2
Method: DFT, wB97M-V/def2-TZVPD

ORCA input file:
```
! wB97M-V def2-TZVPD RIJCOSX def2/J DEFGRID3
* xyz 0 1
C -0.14684 -0.29958 -2.70087
C -1.44352 -1.39482 -0.75973
C -1.10652 -0.35073 -1.55509
C -2.50167 0.39466 -0.07516
N -2.38701 -0.93231 0.14248
N -1.78777 0.77818 -1.12341
H -0.95373 -2.35268 -0.55704
H -2.62299 -1.56525 0.89231
H 0.24984 -1.27963 -3.00485
H 0.73793 0.23826 -2.28792
H -3.29901 0.99672 0.34129
H -0.46160 0.28945 -3.56119
C 1.84087 0.18517 1.70959
C 0.42094 0.71171 2.04353
C 2.23166 0.53682 0.24748
H 2.61860 0.28666 2.45186
H 1.68658 -0.91802 1.82293
H 0.16343 1.76254 1.94361
H 1.40059 1.05676 -0.23856
H 2.92687 1.40201 0.35785
H -0.11306 0.51072 2.99542
H -0.13768 0.16493 1.26803
H 2.68406 -0.22157 -0.35256
*
```

Summary:
SMILES: Cc1c[nH]cn1.CCC
Energy relative to the best compared isomer or geometry (same formula, charge and spin) (eV): 0.956
Frontier orbital gap (eV): 9.54
LUMO energy (eV): 0.9
HOMO energy (hartree): -0.3194

Here are the Mulliken charges for atoms 1 to 5, given in e:
1 C -0.928
2 C -0.576
3 C 0.728
4 C -0.349
5 N -0.014

---

No. 2
Molecular formula: C28H21Br4CaClN4O8S3Se
Method: DFT, wB97M-V/def2-TZVPD

ORCA input file:
```
! wB97M-V def2-TZVPD RIJCOSX def2/J DEFGRID3
* xyz -2 1
Ca -1.47729 -0.28931 -0.78712
O -3.41312 -3.79353 0.49907
Cl -2.15645 -3.21682 0.11274
O -1.10956 -4.18993 0.16439
O -1.84864 -2.10036 1.01973
O -2.26587 -2.65256 -1.22984
O 0.65655 -1.32200 -0.56120
S 1.63320 -1.72162 -1.62925
C 2.34648 -0.21263 -2.36625
C 2.06068 1.05143 -1.57291
C 2.56947 1.00642 -0.14104
C 2.24475 2.26612 0.63681
S 0.50914 2.32799 1.19895
O -0.35574 1.42423 0.36487
C 0.77337 1.32085 2.68089
C 0.32856 0.00844 2.71109
C 0.47920 -0.73628 3.87324
C 1.06039 -0.16707 4.99825
C 1.49613 1.15209 4.96282
C 1.34988 1.89979 3.80379
C 3.05700 -2.29228 -0.68700
C 4.22263 -2.67727 -1.33568
C 5.29349 -3.15318 -0.59448
C 5.19190 -3.25873 0.78665
C 4.01217 -2.89938 1.42313
C 2.93667 -2.42312 0.68717
H 1.88528 -0.14544 -3.34932
H 3.41382 -0.42172 -2.46900
H 0.98695 1.23049 -1.58108
H 2.49634 1.89659 -2.11365
H 3.65519 0.85769 -0.11388
H 2.11789 0.15228 0.36160
H 2.38537 3.17222 0.05327
H 2.84113 2.34550 1.54578
H -0.13730 -0.41793 1.83222
H 0.12984 -1.76120 3.89712
H 1.16703 -0.74764 5.90644
H 1.94296 1.60126 5.84145
H 1.67610 2.93409 3.77199
H 4.29759 -2.60363 -2.41460
H 6.20797 -3.44325 -1.09674
H 6.03055 -3.62792 1.36378
H 3.92548 -2.98669 2.49898
H 2.00281 -2.14439 1.15855
Br -1.66784 0.57027 -7.99072
C -2.14782 0.53925 -6.15485
C -3.42520 0.86647 -5.75604
Br -4.74397 1.35908 -7.02930
C -3.75059 0.83017 -4.38717
Br -5.50171 1.23738 -3.77046
C -2.82997 0.48115 -3.40090
O -3.11516 0.42624 -2.14099
C -1.47435 0.13933 -3.81872
O -0.62592 -0.20270 -2.90145
C -1.19344 0.17746 -5.18294
Br 0.56989 -0.32544 -5.69057
Se -2.88301 2.70858 3.97154
N -4.37618 1.75577 4.11771
C -4.45550 1.04529 3.01284
C -5.50049 0.11445 2.70775
C -5.42404 -0.53846 1.53215
C -4.32042 -0.29911 0.63727
N -3.34645 0.52371 0.86224
C -3.38977 1.22403 2.04543
N -2.45510 2.08535 2.38172
H -6.30394 -0.04146 3.41517
H -6.17163 -1.26214 1.23853
H -4.29017 -0.82736 -0.31277
S 0.70151 4.99490 -0.97094
C 2.22012 5.44351 -0.45967
N 3.28118 5.73262 -0.06659
*
```

Summary:
Energy relative to the best compared isomer or geometry (same formula, charge and spin) (eV): 0.566
Frontier orbital gap (eV): 4.62
LUMO energy (eV): 2.7
HOMO energy (hartree): -0.0718

Here are the Mulliken charges for atoms 1 to 5, given in e:
1 Ca 2.097
2 O -0.725
3 Cl 1.896
4 O -0.686
5 O -0.645

---

No. 3
Molecular formula: C7H10BrI
Method: DFT, wB97M-V/def2-TZVPD

ORCA input file:
```
! wB97M-V def2-TZVPD RIJCOSX def2/J DEFGRID3
* xyz 0 1
C -0.59395 0.17863 -1.65105
C 0.56970 -0.80817 -1.35642
C -0.66754 1.26914 -0.57643
C 0.68359 -1.46459 0.00155
C -0.73915 0.70851 0.82082
C 0.07131 -0.61398 1.08732
C 0.49262 0.69685 1.66695
Br 2.07121 1.66403 1.52427
I -0.19722 0.96868 4.64600
H -0.32945 0.60866 -2.57683
H -1.47458 -0.51621 -1.64763
H 0.56292 -1.60606 -2.16207
H 1.42318 -0.25699 -1.61177
H 0.13689 1.94057 -0.74435
H -1.57182 1.80358 -0.89385
H 0.05583 -2.33226 0.12613
H 1.65941 -1.68119 0.18477
H -1.60065 0.68541 1.45801
H -0.55228 -1.24463 1.70459
*
```

Summary:
Energy relative to the best compared isomer or geometry (same formula, charge and spin) (eV): 2.620
Frontier orbital gap (spin up / spin down) (eV): 7.82 / 6.41
LUMO energy (spin up / spin down) (eV): -1.2 / -2.1
HOMO energy (spin up / spin down) (hartree): -0.3333 / -0.3144

Here are the Mulliken charges for atoms 1 to 5, given in e:
1 C -0.668
2 C -0.724
3 C -0.846
4 C -0.794
5 C 0.193

---

No. 4
Molecular formula: C9H14BCl2LaN4S5Sb
Method: DFT, wB97M-V/def2-TZVPD

ORCA input file:
```
! wB97M-V def2-TZVPD RIJCOSX def2/J DEFGRID3
* xyz 0 2
La -0.14279 1.25106 1.34841
S 1.74271 0.60216 3.22431
Sb -0.05369 -0.83254 3.78601
S -0.35449 -1.70114 1.24471
S -1.82219 0.65366 3.44121
C -3.39199 0.39706 -0.15539
N -2.60559 -0.55764 -0.88019
C -2.91149 -1.87704 -1.07569
C -1.85609 -2.43404 -1.71599
N -0.90609 -1.47304 -1.90919
B 0.47291 -1.75114 -2.54909
N 1.55461 -0.95184 -1.75369
C 2.34061 0.02356 -2.26699
C 3.28931 0.35076 -1.34219
N 3.07391 -0.44214 -0.25529
C 3.91201 -0.50664 0.91081
C 1.99831 -1.21194 -0.52549
S 1.41121 -2.45814 0.56201
C -1.37049 -0.33204 -1.38949
S -0.61429 1.20676 -1.38259
H -4.43349 0.08256 -0.16589
H -3.28999 1.37496 -0.63229
H -3.05259 0.46256 0.89301
H -3.83319 -2.30044 -0.73369
H -1.68979 -3.43834 -2.04799
H 0.48391 -1.36774 -3.67119
H 0.72721 -2.90604 -2.40799
H 2.17191 0.40866 -3.24989
H 4.08561 1.06676 -1.37919
H 4.93751 -0.29934 0.61561
H 3.85041 -1.50274 1.34311
H 3.58871 0.21716 1.66821
Cl 0.19481 3.81966 2.58831
C -1.54619 4.16056 2.60251
Cl -2.28559 3.25046 1.28071
H -1.70609 5.22796 2.44411
H -1.96949 3.78756 3.53651
*
```

Summary:
Energy relative to the best compared isomer or geometry (same formula, charge and spin) (eV): 2.286
Frontier orbital gap (spin up / spin down) (eV): 4.18 / 7.35
LUMO energy (spin up / spin down) (eV): -0.1 / -0.1
HOMO energy (spin up / spin down) (hartree): -0.1581 / -0.2755

Here are the Mulliken charges for atoms 1 to 5, given in e:
1 La 1.297
2 S -0.704
3 Sb 0.087
4 S -0.224
5 S -0.640